1.
Molecular formula: C42H47AsN3O3ReS4Te
Method: DFT, ωB97M-V with the def2-TZVPD basis set

Element x y z (Å)
Re  0.48691  0.29855  -0.10645
S  0.51124  3.75300  3.95867
As  -1.12738  2.52844  3.95506
S  0.92626  0.40352  2.24925
S  -0.67164  0.31132  3.42716
S  -2.95005  2.83922  4.84295
C  -1.35758  4.01491  0.51727
C  -2.16042  2.98456  -0.28571
C  -2.92221  2.08124  0.64274
C  -3.96697  2.70420  1.31457
C  -4.80141  2.00678  2.15878
C  -4.57301  0.66009  2.34356
C  -3.53754  -0.01716  1.71489
C  -3.45340  -1.48957  2.04156
C  -3.37697  -1.79035  3.54107
C  -2.69560  0.69761  0.81590
N  -1.70944  -0.00372  0.07676
C  -2.10748  -1.15879  -0.44515
C  -1.10544  -2.03835  -0.84545
C  -1.09142  -3.34699  -1.42738
C  0.19978  -3.70795  -1.57475
C  1.05308  -2.59415  -1.12362
N  0.16039  -1.59527  -0.61975
H  -0.84911  4.71069  -0.14416
H  -0.60297  3.52160  1.13447
H  -2.00496  4.58709  1.18026
H  -1.51241  2.41546  -0.94386
H  -2.87694  3.51239  -0.92189
H  -4.14555  3.75101  1.12220
H  -5.62291  2.50037  2.65221
H  -5.23701  0.10420  2.98382
H  -2.60699  -1.96474  1.55154
H  -4.35803  -1.96191  1.64913
H  -2.37676  -1.60607  3.91957
H  -3.63189  -2.83284  3.71400
H  -4.06521  -1.17577  4.11052
H  -3.15792  -1.38564  -0.55222
H  -1.97507  -3.89820  -1.68132
H  0.58948  -4.60382  -2.02213
H  1.63485  -2.20043  -1.96257
C  4.22862  -0.29730  -1.64145
C  2.79854  -0.10236  -1.23347
O  1.96885  0.41100  -2.02717
N  2.36483  -0.50268  -0.05479
Te  2.84742  -2.78596  0.19176
C  3.26926  -4.97139  0.16889
C  4.63312  -5.12079  -0.15199
C  5.48114  -4.02114  -0.74251
C  5.25388  -6.34704  0.02683
C  4.56804  -7.46191  0.48139
C  5.26219  -8.76917  0.68391
C  3.21043  -7.32341  0.71164
C  2.55680  -6.10433  0.57449
C  1.09269  -6.07403  0.88051
C  2.35932  -2.53326  2.25714
C  3.39200  -1.98096  3.02184
C  4.72746  -1.64941  2.43764
C  3.16005  -1.70152  4.36113
C  1.93677  -1.96206  4.95914
C  1.66351  -1.58791  6.37858
C  0.93499  -2.52210  4.18317
C  1.11818  -2.78485  2.83310
C  -0.06634  -3.18787  2.02411
H  4.55119  0.57650  -2.20363
H  4.28596  -1.15964  -2.30966
H  4.87561  -0.44786  -0.77835
H  5.00753  -3.60696  -1.63508
H  6.44550  -4.42933  -1.03447
H  5.66585  -3.21371  -0.03227
H  6.30732  -6.43314  -0.19393
H  6.34017  -8.65757  0.61042
H  4.93684  -9.48745  -0.06654
H  5.02199  -9.18403  1.66002
H  2.63718  -8.18504  1.02001
H  0.66623  -7.06961  0.78710
H  0.55951  -5.41326  0.20136
H  0.94256  -5.74319  1.90622
H  4.60294  -1.27908  1.41702
H  5.37071  -2.52945  2.43027
H  5.21910  -0.87782  3.02391
H  3.95325  -1.25345  4.94024
H  2.57466  -1.31262  6.90077
H  1.18278  -2.40700  6.90820
H  0.98337  -0.73561  6.40127
H  -0.02990  -2.72531  4.62393
H  -0.68898  -3.89949  2.55968
H  0.23654  -3.61071  1.07166
H  -0.66037  -2.29369  1.83352
O  1.82377  3.82950  -1.00442
C  1.00371  2.98346  -1.27567
O  0.59981  2.11473  -0.38194
C  0.40389  2.88636  -2.65241
C  -0.28419  1.77374  -3.12631
C  -0.64282  1.69565  -4.45844
C  -0.34873  2.73999  -5.32042
C  0.28930  3.87498  -4.84349
C  0.67004  3.94739  -3.51618
H  -0.52231  0.93340  -2.48176
H  -1.14239  0.81522  -4.83062
H  -0.62377  2.66708  -6.36029
H  0.50600  4.69080  -5.51505
H  1.18047  4.81627  -3.12767

Forces on atoms 1 to 6 (eV/Å):
Re 1.667 -1.200 1.045
S -0.574 -0.587 -0.272
As 0.121 0.037 0.641
S 0.275 0.031 -1.215
S -0.764 0.879 0.562
S 0.783 -0.329 -0.396

⟨S²⟩: 0.8074
Total charge: +1
ΔE to the lowest compared entry with this formula, charge and spin, kJ/mol: 128.21
Calculated total energy, Ha: -6193.1954
2S+1: 2
HOMO energy (spin up / spin down), Eh: -0.3840 / -0.3860
Largest force on an atom, eV/A: 3.1

Löwdin atomic charge list, values in e, 99 entries: Re 1.495; S 0.100; As -0.021; S 0.214; S 0.116; S 0.113; C -0.081; C -0.183; C -0.162; C -0.059; C -0.091; C -0.055; C -0.184; C -0.210; C -0.091; C -0.196; N -0.019; C -0.087; C -0.272; C 0.024; C -0.061; C -0.415; N -0.164; H 0.084; H 0.024; H 0.079; H 0.054; H 0.131; H 0.125; H 0.115; H 0.118; H 0.063; H 0.128; H 0.007; H 0.081; H 0.070; H 0.153; H 0.127; H 0.124; H 0.110; C 0.000; C -0.723; O -0.041; N -0.314; Te 1.938; C -0.257; C -0.323; C -0.114; C -0.010; C -0.251; C -0.034; C -0.005; C -0.277; C -0.040; C -0.316; C -0.313; C -0.065; C 0.004; C -0.258; C -0.025; C -0.049; C -0.329; C -0.055; H 0.101; H 0.086; H 0.074; H 0.064; H 0.084; H 0.048; H 0.119; H 0.080; H 0.091; H 0.087; H 0.125; H 0.090; H 0.043; H 0.088; H 0.019; H 0.095; H 0.094; H 0.127; H 0.083; H 0.090; H 0.085; H 0.124; H 0.108; H 0.022; H 0.048; O 0.143; C -0.542; O -0.261; C -0.144; C -0.064; C -0.062; C -0.064; C -0.055; C 0.002; H 0.076; H 0.106



2.
Molecular formula: C42H47CuF3Ge2IO4P
Method: DFT, ωB97M-V with the def2-TZVPD basis set

Element x y z (Å)
Cu  1.38591  -0.08505  -1.32251
I  4.07258  1.05469  -2.66673
C  4.76828  -0.68976  -1.75433
C  6.12138  -0.75019  -1.55425
C  6.71972  -1.93883  -1.09269
C  5.94798  -3.04790  -0.92304
C  4.55007  -3.00414  -1.14261
C  3.78782  -4.19463  -1.03414
C  2.44584  -4.16034  -1.25269
C  1.79815  -2.92546  -1.48878
C  2.46465  -1.72275  -1.56719
C  3.89749  -1.78697  -1.48555
H  6.73360  0.11399  -1.77186
H  7.78795  -1.96800  -0.91395
H  6.38943  -3.99133  -0.62072
H  4.29898  -5.11832  -0.78569
H  1.85636  -5.06728  -1.18999
H  0.71854  -2.94926  -1.55648
C  -0.19090  1.03952  3.76302
C  -0.05804  2.03476  2.61763
C  0.55547  3.34138  3.10157
C  -1.40069  2.29016  1.95087
O  0.73841  1.38878  1.61078
P  2.25997  1.61554  1.21295
O  2.62574  3.02640  0.93260
O  2.53951  0.56123  0.16406
O  2.99062  1.11231  2.58193
C  4.39287  1.31055  2.83867
C  4.71957  0.30017  3.93202
C  4.61045  2.73655  3.33454
C  5.23853  1.02717  1.59915
H  -0.82602  1.44666  4.55418
H  0.79378  0.81292  4.17254
H  -0.63519  0.11411  3.39704
H  -0.14748  3.81687  3.79225
H  0.75337  4.00702  2.26583
H  1.49666  3.16949  3.62302
H  -2.13320  2.65845  2.67491
H  -1.76906  1.36965  1.50089
H  -1.28423  3.02420  1.15612
H  4.09718  0.47898  4.80996
H  5.76907  0.37561  4.22467
H  4.52544  -0.70899  3.57018
H  4.02564  2.91293  4.24003
H  4.28944  3.43789  2.56759
H  5.66693  2.89937  3.56585
H  5.06547  0.01424  1.23873
H  6.29680  1.13899  1.85339
H  4.99834  1.71778  0.79335
C  -2.02377  -2.65377  2.98224
Ge  -1.86141  -3.29953  1.10933
C  -3.37977  -4.58813  0.99226
C  -0.27746  -4.48587  1.21989
Ge  -1.43120  -1.42665  -0.45641
C  -1.63953  -2.35640  -2.26360
C  -2.29983  -3.56129  -2.50514
C  -2.39469  -4.11094  -3.77780
C  -1.83559  -3.45433  -4.86442
C  -1.18483  -2.24692  -4.65718
C  -1.08802  -1.71832  -3.37701
C  -3.27483  -0.58511  -0.47645
C  -3.94100  -0.28467  -1.66737
C  -5.15618  0.38613  -1.68246
C  -5.74940  0.79336  -0.49678
C  -5.10652  0.51435  0.70264
C  -3.89512  -0.16140  0.70328
H  -2.23351  -3.51011  3.62811
H  -2.81196  -1.91643  3.12477
H  -1.08167  -2.20672  3.29900
H  -3.30652  -5.25761  1.85346
H  -3.34401  -5.19479  0.08903
H  -4.34456  -4.08281  1.02686
H  -0.25929  -5.00015  2.18328
H  0.64380  -3.91548  1.10912
H  -0.30297  -5.23958  0.43059
H  -2.76559  -4.08733  -1.68154
H  -2.91202  -5.05478  -3.91977
H  -1.90550  -3.87978  -5.86002
H  -0.74193  -1.71556  -5.49227
H  -0.56790  -0.77451  -3.24331
H  -3.50083  -0.58016  -2.61223
H  -5.63289  0.60673  -2.63188
H  -6.69464  1.32403  -0.50570
H  -5.54749  0.82925  1.64261
H  -3.40993  -0.34697  1.65554
F  -4.35614  7.42169  -2.38365
C  -4.80893  6.15017  -2.53902
F  -5.86889  6.02199  -1.71271
F  -5.31014  6.10255  -3.80438
C  -3.74853  5.12848  -2.30210
C  -3.95697  4.05639  -1.44437
C  -2.96673  3.10634  -1.26970
C  -1.75067  3.20225  -1.95515
C  -1.55191  4.30111  -2.80747
C  -2.53729  5.25005  -2.98079
C  -0.73752  2.21723  -1.78790
C  0.09898  1.34480  -1.62471
H  -4.89306  3.95225  -0.91301
H  -3.12902  2.26822  -0.60588
H  -0.60633  4.38931  -3.32391
H  -2.36754  6.09025  -3.64299

Forces on atoms 1 to 6 (eV/Å):
Cu -0.461 -0.042 -0.059
I -0.192 0.085 -0.011
C 0.125 -0.024 0.033
C -0.057 0.009 -0.012
C 0.011 0.049 -0.011
C 0.003 -0.023 0.001

⟨S²⟩: 0.7612
Total charge: -2
ΔE to the lowest compared entry with this formula, charge and spin, kJ/mol: 30.04
Calculated total energy, Ha: -8662.7151
2S+1: 2
HOMO energy (spin up / spin down), Eh: -0.0537 / -0.0546
Largest force on an atom, eV/A: 0.5

Löwdin atomic charge list, values in e, 99 entries: Cu 0.309; I 0.984; C -0.633; C -0.202; C -0.112; C -0.065; C -0.180; C -0.068; C -0.097; C -0.128; C -0.161; C -0.233; H 0.072; H 0.089; H 0.098; H 0.096; H 0.092; H 0.039; C -0.022; C -0.618; C -0.043; C -0.021; O -0.164; P 0.269; O -0.289; O -0.384; O -0.172; C -0.637; C -0.042; C -0.044; C -0.043; H 0.081; H 0.079; H 0.068; H 0.082; H 0.080; H 0.070; H 0.088; H 0.061; H 0.083; H 0.078; H 0.077; H 0.086; H 0.077; H 0.070; H 0.077; H 0.082; H 0.084; H 0.073; C -0.280; Ge 0.649; C -0.280; C -0.278; Ge 0.859; C -0.402; C -0.125; C -0.116; C -0.128; C -0.102; C -0.146; C -0.375; C -0.121; C -0.117; C -0.138; C -0.118; C -0.166; H 0.001; H -0.012; H -0.002; H -0.003; H -0.016; H 0.002; H 0.002; H 0.000; H 0.001; H 0.058; H 0.086; H 0.084; H 0.093; H 0.066; H 0.089; H 0.094; H 0.086; H 0.090; H 0.068; F 0.108; C -0.566; F 0.114; F 0.108; C -0.153; C -0.008; C -0.016; C -0.237; C -0.023; C -0.033; C -0.134; C -0.083; H 0.111; H 0.095



3.
Molecular formula: C42H47ErN6O3P
Method: DFT, ωB97M-V with the def2-TZVPD basis set

Element x y z (Å)
Er  0.17320  -0.01933  0.21002
O  -0.08912  -2.28248  0.53713
C  -0.11426  -3.09075  -0.46754
C  -0.95774  -4.22943  -0.45995
C  -1.13244  -5.02059  -1.57567
C  -0.43714  -4.75595  -2.74495
C  0.49455  -3.72614  -2.74223
C  0.68079  -2.91686  -1.63902
C  1.73418  -1.83946  -1.66328
N  1.19063  -0.56098  -1.78620
C  2.18717  0.36044  -2.29336
C  1.54512  1.71830  -2.56514
N  1.03373  2.22782  -1.32595
C  1.16895  3.47357  -1.09014
C  0.74200  4.11687  0.11339
C  0.66658  5.51124  0.16048
C  0.17492  6.16896  1.26361
C  -0.21145  5.42099  2.38020
C  -0.09121  4.05830  2.38968
C  0.36424  3.32403  1.25307
O  0.41791  2.05602  1.26280
H  -1.49165  -4.44299  0.45811
H  -1.82372  -5.85885  -1.54239
H  -0.60213  -5.34791  -3.63703
H  1.08835  -3.54943  -3.63257
H  2.45495  -2.07003  -2.49138
H  2.63280  -0.01262  -3.24230
H  3.03466  0.52175  -1.59101
H  0.70009  1.57828  -3.24966
H  2.27390  2.40826  -3.03547
H  1.62615  4.13639  -1.85317
H  0.97421  6.07840  -0.71230
H  0.08886  7.24645  1.26972
H  -0.61471  5.93552  3.24422
H  -0.38051  3.47463  3.25128
C  2.66173  -0.57030  2.86629
N  1.29396  -0.37997  2.42532
C  0.39687  -0.53963  3.33751
C  -0.99040  -0.34789  3.15971
C  -1.95592  -0.40377  4.18240
C  -3.17124  -0.10333  3.58870
C  -2.88448  0.11706  2.23751
N  -1.58371  -0.02623  1.96106
C  2.94024  -1.93701  3.44270
C  3.97527  -2.11108  4.35182
C  4.28575  -3.36554  4.84162
C  3.56470  -4.46758  4.41589
C  2.52015  -4.30204  3.51933
C  2.20482  -3.04443  3.03281
H  2.92872  0.19297  3.61504
H  3.31293  -0.42314  1.99831
H  0.69232  -0.82133  4.36211
H  -1.75869  -0.62062  5.21913
H  -4.13855  -0.04560  4.05916
H  -3.59421  0.38459  1.46952
H  4.53885  -1.24912  4.67920
H  5.09068  -3.47872  5.55470
H  3.82752  -5.45225  4.77471
H  1.95691  -5.16093  3.17730
H  1.40293  -2.90487  2.31944
C  -2.69324  3.36604  0.23390
P  -2.46837  2.30967  -1.26631
C  -4.18744  1.59348  -1.24881
C  -2.80982  3.57507  -2.57075
C  -2.51496  4.92555  -2.40977
C  -2.77451  5.83529  -3.42029
C  -3.32024  5.41342  -4.61971
C  -3.59167  4.06826  -4.80650
C  -3.34002  3.16305  -3.79270
H  -1.87131  4.07141  0.30939
H  -2.64809  2.71771  1.10833
H  -3.64185  3.90504  0.21274
H  -4.94675  2.37100  -1.33054
H  -4.30214  1.06285  -0.30866
H  -4.31106  0.87038  -2.04908
H  -2.08786  5.27841  -1.48389
H  -2.56133  6.88423  -3.26246
H  -3.53031  6.12620  -5.40440
H  -4.01280  3.72461  -5.74186
H  -3.57129  2.11909  -3.95013
C  4.71966  -2.48223  0.52084
C  3.61061  -2.86707  -0.46362
C  3.13129  -4.29555  -0.17894
O  2.58102  -1.90798  -0.42022
H  5.61796  -3.06087  0.31236
H  4.40182  -2.67084  1.54048
H  4.95021  -1.42579  0.42074
H  4.04710  -2.85137  -1.48281
H  2.69821  -4.34364  0.81435
H  3.97414  -4.98141  -0.23681
H  2.37479  -4.59845  -0.89646
N  -3.22468  -2.60534  -1.37878
C  -2.77013  -2.22580  -2.61050
C  -2.04732  -1.08890  -2.40656
N  -2.04735  -0.76966  -1.07867
C  -2.75353  -1.70597  -0.49181
H  -3.66502  -3.48307  -1.15383
H  -2.98568  -2.78267  -3.49754
H  -1.51080  -0.49503  -3.11725
H  -2.93629  -1.77072  0.56221

Forces on atoms 1 to 6 (eV/Å):
Er -0.433 0.830 0.542
O 0.321 0.948 0.278
C -0.039 -0.909 -0.781
C 0.205 0.127 0.248
C -0.017 -0.258 -0.062
C -0.002 -0.102 -0.218

⟨S²⟩: 3.7526
Total charge: -1
Calculated total energy, Ha: -3539.5263
2S+1: 4
HOMO energy (spin up / spin down), Eh: -0.1694 / -0.1693
Largest force on an atom, eV/A: 1.2

Löwdin atomic charge list, values in e, 99 entries: Er 1.464; O -0.207; C -0.405; C -0.053; C -0.143; C -0.137; C -0.067; C -0.139; C -0.387; N -0.165; C -0.283; C -0.246; N -0.011; C -0.124; C -0.176; C -0.084; C -0.134; C -0.113; C -0.029; C -0.402; O -0.193; H 0.109; H 0.091; H 0.083; H 0.110; H 0.137; H 0.112; H 0.114; H 0.112; H 0.110; H 0.127; H 0.103; H 0.082; H 0.095; H 0.111; C -0.165; N -0.056; C -0.120; C -0.333; C -0.071; C -0.113; C -0.219; N -0.030; C -0.236; C -0.057; C -0.101; C -0.103; C -0.083; C -0.044; H 0.126; H 0.110; H 0.145; H 0.090; H 0.076; H 0.072; H 0.108; H 0.094; H 0.092; H 0.106; H 0.104; C -0.263; P 0.958; C -0.280; C -0.381; C -0.094; C -0.097; C -0.112; C -0.102; C -0.115; H 0.008; H 0.031; H 0.053; H 0.045; H 0.007; H 0.020; H 0.088; H 0.098; H 0.093; H 0.096; H 0.094; C -0.034; C -0.441; C -0.018; O -0.122; H 0.077; H 0.056; H 0.076; H 0.135; H 0.058; H 0.079; H 0.069; N 0.079; C -0.097; C -0.158; N -0.027; C -0.206; H 0.152; H 0.107; H 0.099



Question: The lowest largest force on an atom belongs to which entry?
Answer: C42H47CuF3Ge2IO4P